(1)
Density functional theory data (the ωB97M-V functional and the def2-TZVPD basis) for C24H25FN5O4RuS2 as an isolated structure at a distorted geometry.

Each line ends with the Löwdin charge.
Atoms and positions in Å:
Ru1 -0.21061 1.72060 0.63449  0.974
C1 -2.19909 -1.60800 2.43496  -0.050
C2 -1.82900 -1.80133 0.95738  -0.384
C3 -2.67205 -2.91956 0.32930  -0.072
C4 -0.34569 -2.05855 0.74850  -0.139
C5 0.23235 -3.19810 1.31378  -0.045
C6 1.55397 -3.52399 1.06674  -0.080
C7 2.30873 -2.70805 0.23206  -0.036
C8 1.77170 -1.55734 -0.33997  -0.137
C9 2.64649 -0.70128 -1.25263  -0.364
C10 2.85621 -1.39158 -2.60825  -0.069
C11 4.00680 -0.36495 -0.62676  -0.065
C12 0.43264 -1.21464 -0.05976  -0.189
N1 -0.13006 0.01025 -0.59024  -0.079
C13 -0.61442 -0.03883 -1.86919  -0.255
C14 -0.85344 -1.24054 -2.58201  -0.036
C15 -1.39072 -1.26070 -3.87418  -0.120
C16 -1.72531 -0.08834 -4.53248  -0.135
C17 -1.49899 1.12038 -3.86300  -0.045
C18 -0.97041 1.12428 -2.59352  -0.262
F1 -0.75406 2.32799 -2.02552  0.003
H1 -3.29326 -1.51554 2.54709  0.073
H2 -1.73877 -0.71010 2.84920  0.064
H3 -1.86423 -2.45709 3.04479  0.076
H4 -2.04183 -0.87978 0.43214  0.069
H5 -2.48879 -3.88019 0.83056  0.072
H6 -2.43554 -3.04251 -0.73449  0.067
H7 -3.74558 -2.69384 0.41632  0.070
H8 -0.36792 -3.83595 1.96250  0.105
H9 1.99576 -4.40446 1.51913  0.091
H10 3.34710 -2.96403 0.03477  0.103
H11 2.12013 0.23358 -1.41594  0.118
H12 3.37539 -2.35044 -2.46984  0.072
H13 3.46904 -0.76366 -3.26788  0.071
H14 1.90609 -1.58825 -3.11385  0.060
H15 4.60114 -1.27196 -0.44775  0.067
H16 3.87910 0.15623 0.32280  0.061
H17 4.57795 0.27976 -1.30529  0.074
H18 -0.60700 -2.17067 -2.08298  0.105
H19 -1.54065 -2.21624 -4.36767  0.091
H20 -2.13867 -0.09793 -5.53294  0.082
H21 -1.71849 2.07672 -4.32949  0.111
S1 1.16664 3.66282 0.43837  0.642
C19 0.16392 4.40489 1.58690  -1.167
S2 -1.38574 3.66502 1.63284  0.595
C20 0.55007 5.47012 2.38819  -0.363
C21 1.89106 6.04999 2.29918  -0.257
N2 2.93041 6.54998 2.24855  0.109
C22 -0.37795 6.09864 3.33249  -0.258
N3 -1.08940 6.63360 4.06844  0.103
O1 3.40133 0.66609 3.01129  0.001
C23 2.33618 0.72005 2.41123  -0.553
O2 1.96339 0.85350 1.21024  -0.173
C24 0.87461 0.51734 3.42675  -0.584
O3 1.00408 -0.23856 4.37839  -0.011
O4 -0.05492 1.21529 2.92736  -0.195
N4 -3.70751 0.77409 -0.53824  -0.014
N5 -2.74804 1.62434 0.14440  -0.140
H22 -3.65586 -0.11779 -0.06833  0.039
H23 -3.29059 0.59796 -1.44505  0.051
H24 -3.10917 1.79949 1.06826  0.036
H25 -2.76850 2.52174 -0.31217  0.023

Calculated values
<S²>	0.79
HOMO level (spin up / spin down)	-1.118 / -1.154	eV
spin multiplicity	2
total energy	-67904.5299	eV
ΔE to the lowest compared entry with this formula, charge and spin	61.1	kcal/mol
orbital gap (spin up / spin down)	0.1965 / 0.1993	Ha
total charge	-2
E_LUMO (spin up / spin down)	4.2 / 4.3	eV


(2)
Density functional theory data (the ωB97M-V functional and the def2-TZVPD basis) for C24H25LiN2OSi as an isolated structure at a distorted geometry.

Each line ends with the Löwdin charge.
Atoms and positions in Å:
Li1 1.26102 1.96738 0.63685  0.665
O1 1.83461 0.24602 0.41176  -0.472
Si1 1.47714 -1.27275 0.54875  0.353
C1 2.18695 -1.89648 2.19019  -0.212
C2 3.57042 -2.20751 2.34503  -0.080
C3 4.02948 -3.01474 3.38414  -0.104
C4 3.12202 -3.45056 4.34534  -0.127
C5 1.81040 -3.04088 4.29578  -0.098
C6 1.32389 -2.21774 3.22546  -0.111
C7 2.35804 -2.43014 -0.66311  -0.203
C8 1.66162 -3.52030 -1.11055  -0.095
C9 2.38744 -4.57183 -1.71747  -0.100
C10 3.75926 -4.60605 -1.82703  -0.086
C11 4.43920 -3.41038 -1.46705  -0.104
C12 3.75348 -2.35123 -0.96838  -0.120
C13 -0.31445 -1.66919 0.61964  -0.246
C14 -0.74671 -2.88040 1.17174  -0.115
C15 -2.11086 -3.11855 1.26466  -0.079
C16 -3.01513 -2.23891 0.66884  -0.090
C17 -2.52973 -1.18611 -0.12887  -0.088
C18 -1.18340 -0.85218 -0.07581  -0.100
H1 4.22495 -1.85022 1.51812  0.098
H2 5.11686 -3.23433 3.48729  0.108
H3 3.40444 -4.19699 5.12936  0.109
H4 0.99886 -3.32499 4.92189  0.082
H5 0.28578 -1.83615 3.36652  0.113
H6 0.57388 -3.64330 -1.09144  0.103
H7 1.90323 -5.46723 -2.02537  0.084
H8 4.23521 -5.44166 -2.29520  0.088
H9 5.55139 -3.33542 -1.46752  0.110
H10 4.30692 -1.42381 -0.85708  0.104
H11 -0.04168 -3.63937 1.38966  0.098
H12 -2.48908 -3.97054 1.83922  0.105
H13 -4.04939 -2.40484 0.57326  0.077
H14 -3.20518 -0.64138 -0.81489  0.102
H15 -0.74825 -0.08124 -0.63716  0.068
N1 -0.29633 2.88389 -0.06160  0.111
C19 -0.91553 3.77932 -0.47561  -0.263
N2 -1.69663 4.68241 -1.04831  -0.091
C20 -1.62579 4.90242 -2.50061  -0.185
C21 -2.43956 6.07183 -2.94122  -0.169
C22 -3.95922 5.99024 -2.43739  -0.147
C23 -4.18598 4.95899 -1.26046  -0.156
C24 -2.96026 4.95860 -0.25382  -0.107
H16 -2.03795 4.01031 -3.05812  0.145
H17 -0.55841 4.99371 -2.68376  0.127
H18 -2.40516 5.97353 -4.07584  0.130
H19 -1.94368 7.03237 -2.65570  0.120
H20 -4.61565 5.82063 -3.26575  0.093
H21 -4.14077 6.93459 -1.98092  0.085
H22 -4.27641 3.90964 -1.60404  0.109
H23 -5.12559 5.15627 -0.70302  0.113
H24 -3.03536 4.20608 0.56453  0.126
H25 -2.92437 5.94914 0.25505  0.121

Calculated values
HOMO level	-7.736	eV
total energy	-38405.0783	eV
ΔE to the lowest compared entry with this formula, charge and spin	11.8	kcal/mol
orbital gap	0.2823	Ha
E_LUMO	-0.1	eV


(3)
Density functional theory data (the ωB97M-V functional and the def2-TZVPD basis) for C24H25N4OW as an isolated structure at a distorted geometry.

Each line ends with the Löwdin charge.
Atoms and positions in Å:
C1 -2.48536 -2.64267 0.50345  -0.206
C2 -2.52674 -1.21586 0.72756  -0.225
C3 -2.08579 -0.57331 -0.47845  -0.128
H1 -2.93560 -0.72262 1.61126  0.132
C4 -1.78440 -1.57671 -1.43630  -0.085
C5 -2.00431 -2.85030 -0.84553  -0.114
H2 -1.46960 -1.39561 -2.46319  0.123
C6 0.61606 -2.32703 2.77352  -0.164
C7 -0.50031 -1.43492 2.94041  -0.198
C8 -0.11930 -0.16502 2.37338  -0.107
H3 -1.38851 -1.64096 3.51855  0.135
C9 1.21432 -0.26655 1.87025  -0.229
C10 1.64096 -1.61757 2.06977  -0.094
H4 -2.12391 0.50271 -0.65410  0.123
H5 -1.88436 -3.81019 -1.35031  0.132
H6 -2.91366 -3.38777 1.17678  0.137
H7 2.62217 -1.99973 1.78653  0.136
H8 -0.72547 0.73820 2.38425  0.138
H9 0.70492 -3.31066 3.22124  0.137
W1 -0.40449 -1.88437 0.80861  1.594
C11 2.15057 0.88096 1.51166  -0.483
C12 3.41987 0.75363 2.37248  -0.029
C13 1.51355 2.24500 1.80621  -0.027
H10 3.14628 0.73151 3.43346  0.104
H11 4.09051 1.60842 2.20498  0.102
H12 3.97380 -0.16475 2.14546  0.088
H13 1.33221 2.33441 2.88408  0.101
H14 0.56684 2.37953 1.27101  0.087
H15 2.19644 3.05192 1.50627  0.104
C14 2.60174 0.81982 0.01413  -0.042
C15 1.52789 1.12220 -1.00286  -0.445
H16 2.98698 -0.19778 -0.20259  0.144
H17 3.42050 1.54711 -0.14863  0.134
O1 0.38382 0.65350 -0.92024  0.009
N1 1.83017 1.96999 -2.03072  0.079
C16 0.94884 1.89054 -3.19692  -0.125
H18 2.82626 2.11800 -2.21869  0.155
C17 -0.43771 2.40438 -2.92195  -0.240
C18 -1.54415 1.80210 -3.53270  -0.056
H19 -1.37474 0.92883 -4.16588  0.112
C19 -2.83450 2.29665 -3.32302  -0.081
H20 -3.69272 1.81724 -3.80129  0.108
C20 -3.01878 3.42472 -2.51094  -0.088
H21 -4.02174 3.83306 -2.36458  0.107
C21 -1.91929 4.02544 -1.88675  -0.071
H22 -2.05023 4.89640 -1.23652  0.108
C22 -0.62842 3.52207 -2.10703  -0.042
H23 0.24293 3.98662 -1.64331  0.113
H24 0.87529 0.83986 -3.49882  0.126
H25 1.42225 2.46837 -3.99549  0.139
N2 0.07632 -3.71809 0.60890  -0.070
C23 0.16017 -4.89751 0.70176  -0.225
N3 0.16887 -6.14499 0.94002  0.103
C24 -0.57068 -6.60997 1.94683  -0.360
N4 -1.21581 -7.03825 2.82399  0.123

Calculated values
<S²>	2.02
HOMO level (spin up / spin down)	-11.454 / -11.590	eV
spin multiplicity	3
total energy	-35119.5010	eV
orbital gap (spin up / spin down)	0.2982 / 0.2530	Ha
total charge	+1
E_LUMO (spin up / spin down)	-3.3 / -4.7	eV


(4)
Density functional theory data (the ωB97M-V functional and the def2-TZVPD basis) for C24H25N5ORe as an isolated structure at a distorted geometry.

Each line ends with the Löwdin charge.
Atoms and positions in Å:
Re1 0.03883 -0.22065 0.30526  1.620
C1 2.01469 1.67835 1.75863  -0.131
C2 0.79001 2.41049 2.29183  -0.088
C3 -0.26463 2.73702 1.26943  -0.230
C4 -0.85497 3.99490 1.29295  0.033
C5 -1.85555 4.31952 0.39498  0.021
C6 -2.24846 3.35920 -0.52960  -0.005
C7 -1.63497 2.13054 -0.50204  -0.121
N1 -0.65979 1.80699 0.37631  -0.060
N2 1.78089 0.22829 1.49181  -0.293
C8 2.90296 -0.28394 0.64988  -0.087
C9 2.71735 0.21444 -0.75828  -0.244
C10 3.76769 0.43923 -1.62337  0.038
C11 3.50554 0.93216 -2.89555  0.024
C12 2.19176 1.20543 -3.25134  0.004
C13 1.18552 0.94489 -2.34362  -0.076
N3 1.43804 0.44500 -1.12406  -0.061
C14 1.73655 -0.52918 2.77372  -0.089
C15 1.10201 -1.87738 2.57704  -0.247
C16 1.43766 -2.97667 3.33782  0.037
C17 0.73885 -4.16549 3.15058  0.033
C18 -0.27717 -4.21516 2.20561  0.008
C19 -0.54927 -3.08504 1.46388  -0.075
N4 0.12688 -1.93414 1.64032  -0.049
H1 2.83542 1.77384 2.47338  0.151
H2 2.33023 2.14532 0.82577  0.140
H3 1.13438 3.34368 2.73323  0.140
H4 0.31776 1.85380 3.10678  0.130
H5 -0.51999 4.71965 2.02218  0.139
H6 -2.31501 5.29884 0.41188  0.140
H7 -3.02241 3.56313 -1.25598  0.132
H8 -1.92132 1.36705 -1.21443  0.091
H9 2.89882 -1.37757 0.66890  0.149
H10 3.86128 0.05194 1.05205  0.156
H11 4.77976 0.23165 -1.30095  0.144
H12 4.31547 1.11071 -3.59019  0.140
H13 1.94668 1.61800 -4.21959  0.134
H14 0.14848 1.13205 -2.58942  0.116
H15 1.11951 0.02377 3.48152  0.138
H16 2.73509 -0.61333 3.20641  0.156
H17 2.22568 -2.90706 4.07566  0.142
H18 0.99091 -5.04195 3.73345  0.142
H19 -0.84631 -5.11829 2.03815  0.135
H20 -1.31956 -3.08541 0.70580  0.113
O1 -1.34735 -1.21292 -0.86488  -0.319
N5 -2.38086 -1.30075 -1.71384  -0.162
C20 -2.17812 -1.87076 -2.91527  0.025
C21 -3.23033 -2.04448 -3.78546  0.016
C22 -4.50450 -1.63047 -3.41603  0.019
C23 -4.68145 -1.04780 -2.16689  0.013
C24 -3.60299 -0.89284 -1.32581  0.004
H21 -1.16737 -2.18248 -3.13250  0.152
H22 -3.04810 -2.50967 -4.74392  0.139
H23 -5.34590 -1.76399 -4.08212  0.140
H24 -5.65764 -0.72286 -1.83507  0.138
H25 -3.68070 -0.46958 -0.33501  0.148

Calculated values
<S²>	2.01
HOMO level (spin up / spin down)	-17.688 / -17.060	eV
spin multiplicity	3
total energy	-36895.7567	eV
orbital gap (spin up / spin down)	0.2982 / 0.2653	Ha
total charge	+3
E_LUMO (spin up / spin down)	-9.6 / -9.8	eV